(1)
Molecular formula: C3H4O3
Method: DFT, the ωB97M-V functional and the def2-TZVPD basis

The charge is 0. As for the molecular weight: 88.06 g/mol. As for the energy above the lowest of the compared OMol25 structures with the same formula, charge and spin: 5.8093 eV.

Last column: Löwdin charge in e.
Geometry (Å):
O -0.344 -1.458 -0.909  -0.06
C 0.480 0.749 -0.068  0.05
C 1.141 -0.337 0.679  -0.29
O 2.349 -0.442 0.671  0.07
C -0.919 0.869 -0.105  -0.23
O -1.726 -0.009 -0.425  0.03
H -1.225 -1.798 -1.129  0.04
H 1.096 1.627 -0.247  0.13
H 0.493 -1.011 1.259  0.13
H -1.346 1.811 0.274  0.14



(2)
Molecular formula: C21H17N5O2PbS2
Method: DFT, the ωB97M-V functional and the def2-TZVPD basis

The charge is +2. As for the molecular weight: 642.73 g/mol. Its electronic energy is -2223.27444 Eh.

Last column: Löwdin charge in e.
Geometry (Å):
Pb 0.755 -0.314 -0.851  1.28
S 5.039 1.362 -1.730  1.14
C 5.279 -0.259 -1.244  -0.36
C 4.152 -0.905 -0.819  -0.19
C 3.036 -0.071 -0.937  -0.35
C 3.310 1.186 -1.394  -0.50
C 2.338 2.234 -1.685  -0.32
C 2.585 3.586 -1.690  0.01
C 1.514 4.489 -1.802  0.00
C 0.223 4.027 -1.965  -0.01
C 0.073 2.632 -2.043  -0.14
N 1.078 1.790 -1.959  -0.06
H 6.290 -0.659 -1.272  0.10
H 4.086 -1.899 -0.411  0.10
H 3.644 3.903 -1.614  0.13
H 1.762 5.560 -1.760  0.14
H -0.663 4.663 -2.096  0.13
H -0.945 2.192 -2.227  0.13
C 2.283 0.279 5.958  0.00
C 1.441 -0.198 4.867  -0.30
C 0.629 -1.353 4.951  0.07
C -0.222 -1.578 3.884  -0.08
N -0.099 -0.934 2.717  0.07
C 0.621 0.179 2.717  -0.74
S 0.566 1.232 1.296  0.79
N 1.352 0.575 3.789  0.13
H 1.892 -0.056 6.913  0.10
H 2.299 1.359 5.871  0.10
H 3.287 -0.089 5.808  0.11
H 0.629 -1.919 5.895  0.14
H -1.041 -2.330 3.920  0.14
N -3.971 -3.351 -3.694  0.15
C -4.820 -2.402 -3.137  -0.48
O -6.005 -2.377 -3.476  0.09
C -4.174 -1.472 -2.227  -0.12
C -4.990 -0.810 -1.306  0.05
C -4.428 -0.030 -0.294  -0.01
C -3.047 0.158 -0.352  -0.14
N -2.282 -0.322 -1.342  0.00
C -2.832 -1.142 -2.235  -0.09
H -4.501 -4.117 -4.133  0.13
H -3.130 -3.649 -3.161  0.11
H -6.064 -1.028 -1.347  0.14
H -4.917 0.402 0.599  0.13
H -2.585 0.810 0.403  0.10
H -2.188 -1.548 -2.994  0.12
O 0.997 -4.288 -1.379  0.07
C 1.750 -3.519 -1.016  0.00



(3)
Molecular formula: C5H14S
Method: DFT, the ωB97M-V functional and the def2-TZVPD basis

The charge is 0. As for the molecular weight: 106.23 g/mol. As for the energy above the lowest of the compared OMol25 structures with the same formula, charge and spin: 1.2122 eV. Its structure (SMILES) is CCC.CSC.

Last column: Löwdin charge in e.
Geometry (Å):
C 0.394 0.933 -3.217  -0.54
C -1.016 3.100 -1.863  -0.35
S 0.439 2.642 -3.014  0.70
H 0.989 0.317 -2.507  0.04
H -0.712 0.703 -3.109  0.04
H 0.696 0.510 -4.192  0.04
H -0.734 2.951 -0.812  0.02
H -1.832 2.404 -2.130  0.02
H -1.371 4.129 -1.890  0.03
C 0.477 -1.920 1.526  -0.32
C -0.523 -2.422 2.523  -0.17
C 0.958 -0.491 1.911  -0.10
H 1.349 -2.640 1.658  0.11
H 0.011 -2.046 0.562  0.09
H -0.274 -2.217 3.625  0.09
H -0.601 -3.533 2.415  0.08
H 0.896 -0.399 3.009  0.07
H 1.987 -0.293 1.674  0.06
H -1.458 -1.882 2.431  0.06
H 0.323 0.155 1.402  0.04



(4)
Molecular formula: C11H32N4O5
Method: DFT, the ωB97M-V functional and the def2-TZVPD basis

The charge is 0. As for the molecular weight: 300.40 g/mol. As for the energy above the lowest of the compared OMol25 structures with the same formula, charge and spin: 0.0000 eV. Its structure (SMILES) is NC(N)=O.NC(N)=O.CC(C)O.CC(C)O.CC(C)O.

Last column: Löwdin charge in e.
Geometry (Å):
C -21.876 -22.190 -6.431  -0.05
C -20.630 -21.343 -6.751  -0.51
C -19.973 -20.997 -5.444  -0.06
O -19.662 -22.049 -7.506  -0.04
H -22.610 -22.378 -7.213  0.08
H -22.389 -21.802 -5.548  0.07
H -21.529 -23.162 -6.064  0.09
H -20.887 -20.397 -7.228  0.11
H -19.121 -20.346 -5.674  0.09
H -19.573 -21.889 -4.959  0.09
H -20.542 -20.434 -4.709  0.06
H -20.028 -22.515 -8.261  0.09
C -21.384 -19.122 -10.746  -0.05
C -22.304 -18.023 -10.220  -0.44
C -23.777 -18.411 -10.201  -0.05
O -21.972 -17.770 -8.822  -0.10
H -21.563 -20.107 -10.309  0.08
H -20.344 -18.863 -10.551  0.08
H -21.578 -19.278 -11.810  0.08
H -22.124 -17.088 -10.753  0.14
H -24.166 -18.486 -11.218  0.08
H -24.374 -17.626 -9.733  0.07
H -23.962 -19.326 -9.640  0.09
H -21.115 -17.327 -8.854  0.10
C -22.432 -19.846 -2.116  -0.07
C -23.222 -18.749 -1.439  -0.51
C -22.481 -17.412 -1.418  -0.06
O -24.511 -18.609 -2.016  -0.08
H -22.021 -19.517 -3.074  0.05
H -23.010 -20.750 -2.296  0.08
H -21.560 -20.037 -1.481  0.08
H -23.449 -19.000 -0.399  0.13
H -21.507 -17.550 -0.945  0.07
H -23.086 -16.680 -0.886  0.07
H -22.338 -17.046 -2.437  0.08
H -24.529 -18.729 -2.987  0.03
C -28.043 -17.663 -6.030  -0.65
O -27.333 -16.716 -6.386  -0.01
N -28.464 -18.626 -6.917  0.15
N -28.406 -17.877 -4.740  0.17
H -28.185 -18.709 -7.871  0.10
H -29.178 -19.248 -6.591  0.09
H -28.287 -17.165 -4.047  0.12
H -28.934 -18.709 -4.576  0.09
C -23.859 -18.487 -5.749  -0.61
O -24.350 -19.034 -4.744  -0.01
N -22.655 -18.890 -6.256  0.18
N -24.531 -17.558 -6.474  0.19
H -22.472 -18.628 -7.217  0.05
H -22.331 -19.728 -5.816  0.05
H -24.189 -17.336 -7.389  0.07
H -25.528 -17.474 -6.304  0.06